Entry from OMol25: a structure of composition C18H24N4O3W in a non-equilibrium geometry (wB97M-V/def2-TZVPD).

Properties
Lowest unoccupied orbital energy (spin up / spin down)   -0.5443 / -0.5704 Eh
Spin multiplicity   3
Charge   +4
E   -1210.49259 a.u.
Expectation value of S²   2.05
Energy relative to the best compared isomer or geometry (same formula, charge and spin)   0.0 kcal/mol
F_max   6.8 eV Å⁻¹
HOMO-LUMO gap (spin up / spin down)   6.2 / 5.6 eV
HOMO energy (spin up / spin down)   -0.77092 / -0.77476 hartree

Last column: Löwdin spin population.
Geometry (Å):
N  0.026  1.321  -0.993  0.011
C  -0.045  2.454  -0.729  0.022
C  -0.079  3.851  -0.410  0.004
H  -1.126  4.173  -0.323  0.000
H  0.419  4.421  -1.212  0.001
H  0.448  4.028  0.541  0.002
N  2.497  -2.282  -1.335  0.013
C  3.537  -2.791  -1.425  0.019
C  4.820  -3.443  -1.444  0.004
H  5.477  -2.929  -2.159  0.000
H  4.706  -4.487  -1.767  0.001
H  5.269  -3.404  -0.440  0.001
N  -1.206  -1.051  -1.069  -0.001
C  -2.312  -1.230  -0.747  0.010
C  -3.640  -1.596  -0.332  0.002
H  -3.579  -2.299  0.516  0.000
H  -4.164  -2.089  -1.167  0.001
H  -4.201  -0.697  -0.037  0.000
W  0.940  -0.672  -1.186  0.746
C  0.736  -1.580  0.630  0.034
O  0.630  -2.175  1.627  0.045
C  2.483  0.462  -0.583  0.004
O  3.334  1.154  -0.167  0.011
C  1.689  0.725  -3.571  -0.010
C  0.293  0.813  -3.598  0.032
C  -0.487  -0.351  -3.631  -0.008
C  0.132  -1.609  -3.724  -0.012
C  1.530  -1.690  -3.782  0.045
C  2.310  -0.532  -3.633  0.021
H  2.297  1.624  -3.455  0.000
H  -0.195  1.788  -3.553  0.002
H  -1.571  -0.272  -3.552  0.000
H  -0.461  -2.521  -3.709  -0.001
H  2.013  -2.659  -3.907  0.002
H  3.397  -0.613  -3.545  0.001
C  -2.189  1.646  5.068  0.072
N  -2.020  0.712  3.966  0.503
C  -3.095  -0.237  3.779  0.066
C  -1.079  0.867  2.984  0.008
C  -0.095  1.998  3.157  -0.010
O  -1.053  0.101  2.005  0.237
H  -2.920  1.234  5.775  0.004
H  -2.558  2.628  4.725  0.041
H  -1.240  1.809  5.597  0.022
H  -2.757  -1.069  3.157  0.008
H  -3.407  -0.605  4.764  0.014
H  -3.972  0.239  3.310  0.040
H  0.383  1.951  4.146  -0.001
H  0.670  1.907  2.383  0.000
H  -0.585  2.978  3.053  -0.003